1.
A cluster of 11 separate species, C49H108F15N6O17S3 in total at a distorted geometry, computed with ωB97M-V/def2-TZVPD.

```
198
C49H108F15N6O17S3 (ωB97M-V/def2-TZVPD)
C -0.56 -3.72 7.96
C -0.44 -2.20 7.89
C -1.33 -1.59 6.83
C -1.56 0.00 6.77
N -2.27 0.51 5.56
C -2.34 2.03 5.67
C -3.61 2.37 4.84
C -4.57 1.22 5.03
C -3.72 0.08 5.57
C -1.53 0.16 4.31
H 0.33 -4.07 8.51
H -0.47 -4.29 7.03
H -1.46 -4.02 8.47
H 0.59 -1.85 7.71
H -0.69 -1.74 8.87
H -2.33 -2.08 6.82
H -0.81 -1.79 5.89
H -0.64 0.56 6.87
H -2.31 0.29 7.52
H -1.48 2.51 5.22
H -2.41 2.26 6.72
H -3.34 2.45 3.79
H -4.04 3.29 5.11
H -5.07 0.93 4.11
H -5.25 1.52 5.81
H -3.84 -0.88 5.06
H -4.02 -0.05 6.60
H -1.92 -0.73 3.92
H -0.47 0.15 4.63
H -1.63 1.02 3.67
C 4.08 -5.40 -0.87
C 2.66 -5.54 -1.29
C 2.54 -5.53 -2.83
C 1.04 -5.40 -3.31
N 0.93 -5.59 -4.80
C 1.84 -4.66 -5.53
C 1.26 -4.72 -6.94
C -0.24 -4.60 -6.77
C -0.44 -5.04 -5.31
C 1.08 -6.98 -5.20
H 4.66 -6.29 -1.10
H 4.09 -5.16 0.19
H 4.54 -4.53 -1.27
H 2.01 -4.71 -0.86
H 2.24 -6.49 -0.98
H 3.04 -6.45 -3.22
H 3.10 -4.68 -3.25
H 0.61 -4.45 -3.11
H 0.49 -6.22 -2.83
H 2.88 -5.00 -5.56
H 1.73 -3.71 -4.96
H 1.52 -5.71 -7.34
H 1.73 -3.89 -7.47
H -0.86 -5.28 -7.35
H -0.56 -3.59 -6.90
H -1.32 -5.71 -5.06
H -0.61 -4.14 -4.65
H 2.12 -7.28 -5.19
H 0.71 -7.13 -6.23
H 0.33 -7.54 -4.64
C 0.83 -1.37 -0.46
N 0.60 -0.44 0.64
C -0.43 0.53 0.23
C 0.07 -1.18 1.87
C 1.86 0.30 1.03
C 3.14 -0.42 0.75
O 3.63 0.09 -0.50
H 1.26 -2.31 -0.02
H 1.42 -0.95 -1.26
H -0.08 -1.58 -0.97
H -0.61 1.18 1.12
H -1.32 0.01 -0.22
H -0.09 1.25 -0.53
H 0.86 -1.85 2.22
H -0.81 -1.73 1.46
H -0.15 -0.45 2.64
H 1.77 0.53 2.08
H 1.86 1.15 0.43
H 2.96 -1.50 0.60
H 3.74 -0.38 1.64
H 4.43 0.59 -0.39
C 2.71 0.28 -6.00
N 3.32 1.30 -5.08
C 4.62 1.93 -5.58
C 2.29 2.42 -4.95
C 3.49 0.63 -3.72
C 4.35 -0.66 -3.72
O 3.56 -1.83 -4.17
H 3.50 -0.45 -6.16
H 2.47 0.73 -6.97
H 1.78 -0.11 -5.55
H 5.34 1.11 -5.79
H 4.94 2.60 -4.76
H 4.42 2.42 -6.53
H 1.31 2.00 -4.88
H 2.36 3.14 -5.79
H 2.56 3.10 -4.14
H 2.43 0.42 -3.42
H 3.84 1.48 -3.11
H 4.70 -0.78 -2.67
H 5.19 -0.55 -4.41
H 4.24 -2.51 -4.30
C -4.24 -0.39 -0.73
N -4.69 1.04 -0.42
C -5.78 1.03 0.51
C -3.58 1.77 0.33
C -5.02 1.79 -1.69
C -5.87 1.23 -2.80
O -7.27 1.09 -2.39
H -3.39 -0.32 -1.44
H -5.05 -0.98 -1.16
H -4.04 -0.92 0.22
H -5.57 0.37 1.38
H -6.70 0.63 0.08
H -6.08 2.00 0.92
H -2.70 1.83 -0.24
H -3.36 1.19 1.23
H -3.88 2.79 0.67
H -4.08 2.10 -2.17
H -5.45 2.74 -1.33
H -5.40 0.28 -3.10
H -5.74 1.91 -3.62
H -7.71 0.47 -2.98
C -0.37 3.66 -1.33
N -0.26 5.09 -1.65
C 0.67 5.78 -0.61
C 0.42 5.23 -2.97
C -1.57 5.84 -1.63
C -2.60 5.36 -2.66
O -3.67 4.69 -1.96
H -0.76 3.54 -0.32
H 0.60 3.16 -1.45
H -1.10 3.21 -2.05
H 0.92 6.79 -0.88
H 1.56 5.18 -0.61
H 0.16 5.78 0.33
H 0.35 6.18 -3.41
H -0.01 4.48 -3.63
H 1.43 4.99 -2.80
H -1.39 6.88 -1.90
H -2.01 5.86 -0.64
H -2.12 4.69 -3.37
H -3.09 6.18 -3.24
H -4.25 5.40 -1.58
C -2.18 -1.35 -4.64
F -2.20 -2.65 -4.33
F -2.25 -1.27 -5.97
F -3.34 -0.76 -4.20
S -0.73 -0.47 -3.81
O -0.54 0.68 -4.71
O -1.21 -0.28 -2.50
O 0.28 -1.46 -3.92
C 5.28 5.17 -0.96
F 6.57 4.94 -1.23
F 5.20 5.24 0.36
F 4.96 6.42 -1.43
S 4.24 3.86 -1.66
O 4.46 4.19 -3.07
O 4.87 2.64 -1.27
O 2.88 4.03 -1.20
C -6.03 -2.77 3.36
F -6.15 -2.61 4.70
F -6.33 -4.08 3.17
F -7.01 -2.09 2.83
S -4.34 -2.29 2.64
O -4.40 -0.85 2.71
O -3.45 -2.89 3.59
O -4.40 -2.93 1.34
C -0.65 3.72 2.65
O 0.10 3.36 3.85
O -1.39 2.81 2.17
C -1.45 5.08 2.94
F -0.71 6.19 2.81
F -2.38 5.23 1.92
F -2.17 5.15 4.06
C 1.33 4.04 4.16
C 2.43 3.03 4.45
H 2.33 2.48 5.34
H 2.56 2.32 3.64
H 3.39 3.54 4.50
H 1.20 4.62 5.08
H 1.57 4.77 3.37
H 0.10 4.09 1.88
C 3.14 -3.34 2.41
O 2.99 -2.12 3.28
O 2.54 -3.17 1.28
C 4.67 -3.72 2.47
F 4.91 -4.99 2.19
F 5.44 -2.97 1.59
F 5.21 -3.43 3.76
C 2.61 -2.17 4.62
C 2.70 -0.81 5.14
H 1.75 -0.31 4.81
H 2.71 -0.60 6.23
H 3.56 -0.24 4.77
H 3.31 -2.83 5.19
H 1.63 -2.64 4.79
H 2.67 -4.19 3.10
```

Values from the calculation:
* HOMO energy: -0.33349 Ha
* net charge: +1
* energy: -6231.55718 Eh

***

2.
A structure of composition CH3N5 at a distorted geometry, computed with ωB97M-V/def2-TZVPD.

```
9
CH3N5 (ωB97M-V/def2-TZVPD)
C 0.62 -0.17 -0.12
H 2.29 0.88 0.36
H 2.67 -0.87 -0.24
H -2.30 -0.68 0.30
N 1.90 -0.04 0.10
N 0.07 1.03 -0.08
N -1.24 0.79 0.01
N -1.34 -0.41 0.04
N -0.30 -1.12 -0.03
```

Values from the calculation:
* HOMO energy: -0.33052 Ha
* ΔE to the lowest compared entry with this formula, charge and spin: 1.829 eV
* net charge: 0
* energy: -313.59174 Eh

***

3.
The molecule C3H6FNO3S at a distorted geometry, computed with ωB97M-V/def2-TZVPD.

```
15
C3H6FNO3S (ωB97M-V/def2-TZVPD)
C -1.39 0.88 -1.12
C -1.10 1.00 0.18
C -1.01 -0.19 1.03
N 2.50 -0.48 -0.13
O 1.32 0.54 -0.79
O 0.26 -1.96 -0.48
O 3.19 0.14 0.59
F 0.68 -1.99 1.88
S 0.70 -1.03 0.52
H -1.40 1.80 -1.77
H -1.32 0.02 -1.69
H -1.10 1.99 0.58
H -1.51 -1.08 0.87
H -0.93 0.06 2.07
H 1.12 0.31 -1.73
```

Values from the calculation:
* HOMO energy: -0.32870 Ha
* ΔE to the lowest compared entry with this formula, charge and spin: 4.348 eV
* net charge: 0
* energy: -896.20141 Eh

***

Number 2 is which compound? CH3N5

***

Which of these has the highest HOMO energy? C3H6FNO3S

***

Which formula does entry 3 have? C3H6FNO3S